#one
Below is a 2-piece molecular cluster, BrHNO3S overall, with properties calculated with wB97M-V/def2-TZVPD.

Element x y z (Å)
1 N 0.14 -0.69 0.67
2 O 0.87 1.70 0.29
3 O -1.48 1.06 0.43
4 O -0.17 0.44 -1.57
5 S -0.14 0.82 -0.17
6 Br -0.89 -1.89 -0.18
7 H 1.66 -1.44 0.52

LUMO energy (alpha / beta)   2.88 / 2.88 eV
Kohn-Sham gap (alpha / beta)   0.2900 / 0.2903 hartree
Net charge   -1

=====

#two
Below is BrHNO3S as an isolated structure, with properties calculated with wB97M-V/def2-TZVPD.

Element x y z (Å)
1 N 0.17 0.86 0.53
2 O -0.31 -0.74 -1.52
3 O -1.65 -0.75 0.51
4 O 0.68 -1.57 0.56
5 S -0.31 -0.71 -0.07
6 Br 1.84 1.37 0.17
7 H -0.43 1.53 -0.17

LUMO energy   3.30 eV
Kohn-Sham gap   0.3143 hartree
Net charge   -1

=====

The data favor #two; the next most stable structure lies 0.1172 hartree above it.

=====

#one
Below is a 2-piece molecular cluster, CH6N3O overall, with properties calculated with wB97M-V/def2-TZVPD.

Element x y z (Å)
1 C 1.53 0.64 -0.59
2 N 2.54 1.09 -1.24
3 N 0.63 0.19 -0.05
4 N -1.32 -0.41 1.51
5 O -2.47 -0.20 0.65
6 H 3.26 0.44 -1.69
7 H 2.63 2.08 -1.36
8 H -1.26 -1.38 1.78
9 H -1.60 0.08 2.27
10 H -0.03 -0.12 0.70
11 H -2.17 -0.11 -0.22

LUMO energy   -3.74 eV
Kohn-Sham gap   0.4151 hartree
Net charge   +1

=====

#two
Below is a 2-piece molecular cluster, CH6N3O overall, with properties calculated with wB97M-V/def2-TZVPD.

Element x y z (Å)
1 C 0.13 -0.57 0.63
2 N -1.04 -1.03 1.18
3 N 0.27 0.26 -0.37
4 N -0.59 0.66 -1.30
5 O 2.15 0.49 -0.65
6 H 0.96 -0.93 1.30
7 H -0.94 -1.40 2.21
8 H -1.89 -0.87 0.76
9 H -0.77 1.67 -1.22
10 H -0.61 0.23 -2.20
11 H 2.31 1.48 -0.33

LUMO energy (alpha / beta)   -6.00 / -5.87 eV
Kohn-Sham gap (alpha / beta)   0.3516 / 0.3531 hartree
Net charge   +1

=====

The data favor #one; the next most stable structure lies 0.0688 hartree above it.

=====

#one
Below is a 2-piece molecular cluster, C11H16N3O overall, with properties calculated with wB97M-V/def2-TZVPD.

Element x y z (Å)
1 C -1.42 3.07 3.14
2 C -1.31 1.76 3.57
3 C -0.93 3.36 1.92
4 C -1.04 0.79 2.65
5 C -0.29 2.52 1.07
6 C -0.50 1.16 1.41
7 C 0.64 -3.48 -3.32
8 C 0.23 2.90 -0.32
9 C 0.96 1.86 -1.17
10 C -0.12 0.19 0.33
11 C -0.30 -1.24 0.54
12 N 0.99 -4.88 -3.18
13 N 0.95 -2.70 -2.37
14 N 0.44 0.59 -0.76
15 O 1.42 -3.24 -1.20
16 H -1.96 3.72 3.78
17 H -1.87 1.42 4.47
18 H -0.96 4.38 1.71
19 H -0.96 -0.23 2.93
20 H 0.11 -3.18 -4.23
21 H -0.65 3.22 -0.81
22 H 0.95 3.66 -0.31
23 H 0.71 1.98 -2.30
24 H 2.10 1.86 -0.89
25 H 1.18 -4.14 -0.95
26 H 0.67 -1.64 0.24
27 H -1.18 -1.48 -0.06
28 H -0.45 -1.42 1.61
29 H 0.57 -5.60 -3.70
30 H 0.59 -0.07 -1.47
31 H 1.42 -5.14 -2.34

LUMO energy   -3.94 eV
Kohn-Sham gap   0.2940 hartree
Net charge   +1

=====

#two
Below is a 2-piece molecular cluster, C11H16N3O overall, with properties calculated with wB97M-V/def2-TZVPD.

Element x y z (Å)
1 C -0.32 2.48 -3.11
2 C 0.91 2.43 -2.50
3 C -1.45 1.96 -2.45
4 C 1.08 1.75 -1.34
5 C -1.25 1.30 -1.24
6 C 0.03 1.21 -0.72
7 C 0.43 -0.99 0.52
8 C 0.97 -1.75 -0.73
9 C -1.03 -4.08 1.92
10 C -0.01 2.38 2.01
11 C 0.20 0.44 0.51
12 N -1.54 -3.17 1.06
13 N -1.42 -2.25 0.37
14 N 0.16 0.98 1.72
15 O 1.09 -1.44 1.69
16 H -0.45 3.03 -4.04
17 H 1.74 2.87 -2.99
18 H -2.47 2.18 -2.99
19 H 2.08 1.87 -0.91
20 H -2.00 0.85 -0.63
21 H 0.30 -1.73 -1.58
22 H 1.05 -2.80 -0.62
23 H 1.95 -1.30 -0.99
24 H -1.31 -5.16 1.74
25 H -1.32 -3.77 2.88
26 H 0.07 -3.90 2.11
27 H -0.44 2.66 3.01
28 H 1.12 2.71 2.22
29 H -0.47 2.77 1.11
30 H 1.89 -1.86 1.46
31 H 0.42 0.32 2.51

LUMO energy (alpha / beta)   -3.66 / -4.34 eV
Kohn-Sham gap (alpha / beta)   0.2789 / 0.2406 hartree
Net charge   +1

=====

The data favor #one; the next most stable structure lies 0.0632 hartree above it.